{
  "formula": "C7H13O6PRb",
  "method": "ωB97M-V/def2-TZVPD",
  "multiplicity": 1,
  "de_lowest_kj_mol": 610.68,
  "total_charge": 1,
  "homo_lumo_gap_ev": 9.166,
  "homo_energy_ha": -0.482,
  "species": ["H", "O", "H", "O", "C", "C", "O", "C", "H", "H", "H", "H", "C", "H", "C", "Rb", "H", "O", "H", "O", "P", "C", "H", "H", "H", "C", "H", "O"],
  "coordinates": [[-1.61103, 1.52670, 0.74796], [-0.08234, -3.99198, 0.76239], [-0.39502, 4.47056, 1.71870], [-1.58097, -2.94760, -1.20008], [0.12242, -1.00054, 0.07318], [-0.67270, 2.24472, 0.90317], [3.58711, -1.51731, -1.90775], [1.74529, -1.38066, 0.09503], [-1.93674, 3.51884, 2.30814], [-3.04858, -2.55099, 0.95262], [0.05843, -4.54999, -0.06333], [2.20723, -0.76413, 0.98155], [-1.23845, 3.71330, 1.35936], [2.01574, -2.50272, 0.32101], [0.13348, -0.14883, -1.32702], [4.27359, 0.07442, 0.13442], [-1.51621, 1.51204, -1.44308], [0.22364, 2.25211, -0.26349], [-1.92614, 4.24815, 0.57040], [1.37027, -0.32656, -2.10344], [-0.94833, -2.57504, 0.22283], [-0.32970, 1.42320, -1.34823], [0.08487, 1.87943, -2.37077], [-0.00145, -0.45546, 1.10114], [-0.67494, -0.64917, -2.04481], [2.40332, -1.11256, -1.39099], [-0.04412, 1.80927, 1.81810], [-2.21867, -2.19921, 1.39299]],
  "forces_ev_per_a": [[2.069, 1.500, 0.172], [-1.036, 2.711, -1.396], [-1.702, -1.804, -0.977], [2.385, 1.628, 5.077], [3.366, 0.064, 1.151], [-0.567, 0.086, 1.687], [-7.929, 2.811, 3.251], [0.419, -1.295, 0.429], [1.565, 0.346, -2.032], [1.237, 0.381, 0.542], [-0.507, 1.008, 1.155], [-1.051, -1.247, -1.922], [-0.351, 0.108, 0.741], [-0.785, 2.092, -0.322], [-3.584, -0.226, -1.354], [1.851, 1.105, 0.522], [2.589, -0.410, 0.555], [-2.145, -1.414, -0.342], [1.553, -1.229, 1.338], [3.156, -2.315, 2.782], [-3.906, -2.903, -4.023], [0.417, 0.505, -1.088], [-0.747, -1.126, 2.271], [-0.163, -0.435, -2.346], [1.659, 0.814, 1.641], [1.079, -0.554, -2.855], [-1.349, 0.916, -1.835], [2.476, -1.118, -2.823]],
  "nbo_charge": [0.1887, -0.9595, 0.2302, -1.0571, -0.5937, -0.0871, -0.5963, -0.5551, 0.2299, 0.5283, 0.5310, 0.2139, -0.6574, 0.2970, 0.0445, 0.9910, 0.2209, -0.5692, 0.2330, -0.4787, 2.1775, -0.1034, 0.2378, 0.2892, 0.2694, 0.7503, 0.1692, -0.9444]
}